Record 1
Here is 2 unconnected molecules or ions with the total composition C4H6ClF at a distorted geometry from the Open Molecules 2025 dataset. Energies are from ωB97M-V/def2-TZVPD.

Structure (ORCA input):
```
! RIJCOSX wB97M-V def2-TZVPD def2/J DEFGRID3
* xyz 0 1
C 0.50798 0.25254 -0.13425
C 3.50058 -0.41812 -0.43704
C -0.12575 -0.87683 -0.88807
C -0.03517 0.50593 1.19355
F 3.93780 0.03539 -1.58366
Cl 4.63614 -0.06024 0.77735
H 0.72209 -1.17230 -1.53046
H -0.82861 -0.43635 -1.61733
H -0.76847 -1.64138 -0.52706
H 0.50990 -0.27680 1.65964
H -1.02515 0.15829 1.42364
H 0.08852 1.54037 1.56872
*
```

E_HOMO in eV: -7.99
Kohn-Sham gap in eV: 7.794
E in hartree: -715.81835
Lowest unoccupied orbital energy in eV: -0.20

Formally, the Mulliken partial charges of the atoms, in units of the elementary charge, are as follows: C -0.01; C 0.14; C -0.94; C -0.89; F -0.10; Cl -0.08; H 0.26; H 0.33; H 0.39; H 0.29; H 0.35; H 0.25

---

Record 2
Here is 12 unconnected molecules or ions with the total composition C34H65Br22NO5 at a distorted geometry from the Open Molecules 2025 dataset. Energies are from ωB97M-V/def2-TZVPD.

Structure (ORCA input):
```
! RIJCOSX wB97M-V def2-TZVPD def2/J DEFGRID3
* xyz 0 1
C 8.14077 3.45169 2.32276
C 7.49048 2.44349 1.23215
C 5.88964 2.48115 1.46230
C 5.18547 1.31333 0.60295
N 4.68029 0.16359 1.40848
C 3.40871 0.46794 2.09802
O 3.35686 -0.29463 3.36318
C 1.98154 -0.04770 3.75820
O 1.63780 -0.05892 4.95459
O 1.15544 0.23669 2.59639
C 2.03261 -0.10924 1.48293
C 1.89480 0.69552 0.10452
C 0.54492 0.41966 -0.71023
O -0.65856 0.96181 -0.10403
C -0.54723 2.34612 0.16940
O 0.04692 3.16128 -0.60144
C -1.18623 2.85462 1.56841
C -0.03876 3.58503 2.46111
H 9.28456 3.45054 2.32081
H 7.67955 4.48704 2.14821
H 7.74159 3.10402 3.34953
H 7.88499 1.37611 1.30919
H 7.75468 2.87041 0.20586
H 5.66658 2.45471 2.58178
H 5.52043 3.50391 1.06859
H 5.99164 0.89213 -0.11140
H 4.40079 1.80466 -0.06407
H 5.39204 -0.20468 2.05582
H 3.24035 1.54573 2.46679
H 1.95103 -1.22984 1.28527
H 2.11410 1.79441 0.32051
H 2.75970 0.32885 -0.57215
H 0.40313 -0.72915 -0.72277
H 0.70423 0.71635 -1.80528
H -1.46598 1.90409 2.16284
H -2.09885 3.53689 1.39683
H -0.45571 3.70889 3.51472
H 0.14576 4.61744 1.95864
H 0.94846 3.00995 2.47155
Br 0.05961 -2.37442 -2.59050
C -1.73831 -2.76783 -1.94745
C -2.47610 -3.66510 -2.90767
Br -3.10026 -2.66795 -4.46312
H -2.23379 -1.81172 -1.78311
H -1.59413 -3.26574 -0.98931
H -3.37941 -4.06491 -2.44416
H -1.86928 -4.49035 -3.28012
Br -2.96486 -2.05408 0.94389
C -4.09384 -3.51097 1.57927
C -3.27905 -4.56458 2.28481
Br -2.31498 -5.68358 1.01053
H -4.63746 -3.89294 0.71504
H -4.79901 -3.04460 2.26909
H -3.92749 -5.24965 2.83077
H -2.53819 -4.15092 2.96839
Br 11.06448 3.61413 0.36502
C 11.70235 2.39447 -1.01904
C 10.56330 1.83702 -1.83613
Br 9.61213 0.43950 -0.86634
H 12.28884 1.62480 -0.51747
H 12.36238 2.99882 -1.64369
H 10.93995 1.34999 -2.73665
H 9.82531 2.58858 -2.11676
Br -4.08981 -4.34117 5.54560
C -5.88931 -4.73703 6.18319
C -6.62511 -5.63598 5.22043
Br -7.24865 -4.64375 3.66168
H -6.38622 -3.78000 6.34758
H -5.74706 -5.23640 7.14310
H -7.52878 -6.03658 5.68236
H -6.01712 -6.46028 4.84955
Br 1.44289 9.11145 -1.71650
C 1.44552 7.16595 -1.59013
C 1.37526 6.70996 -0.15432
Br 3.09930 6.90517 0.73670
H 2.33629 6.81467 -2.11075
H 0.55886 6.84438 -2.13872
H 1.14660 5.64385 -0.10088
H 0.64704 7.26300 0.43893
Br -10.48511 -1.36674 5.13254
C -10.48684 -3.31197 5.25403
C -10.56742 -3.77078 6.68948
Br -8.84888 -3.58022 7.59066
H -9.59272 -3.66336 4.73713
H -11.37067 -3.63060 4.69889
H -10.79811 -4.83613 6.74036
H -11.29819 -3.21761 7.27925
Br -4.10405 -1.23873 -7.39026
C -5.90035 -1.63970 -6.74998
C -6.63812 -2.53405 -7.71478
Br -7.26650 -1.53438 -9.26628
H -6.39784 -0.68480 -6.57977
H -5.75498 -2.14397 -5.79286
H -7.54014 -2.93746 -7.25237
H -6.03023 -3.35632 -8.09177
Br 14.10788 8.17399 0.16788
C 13.65154 6.48912 1.03570
C 14.85527 5.58681 1.14673
Br 15.27274 4.74922 -0.56363
H 12.83401 6.04866 0.46545
H 13.28850 6.76872 2.02607
H 14.65286 4.75809 1.82681
H 15.75553 6.10700 1.47350
Br 1.26270 0.30269 -4.90810
C 0.47868 1.90161 -5.69973
C -0.82100 2.26655 -5.02592
Br -2.27365 1.10303 -5.60862
H 0.37130 1.70792 -6.76704
H 1.22230 2.68618 -5.55038
H -1.13145 3.27280 -5.31131
H -0.77712 2.19973 -3.93854
Br -4.27256 1.82110 -10.58157
C -6.06701 1.47893 -11.26071
C -6.02290 0.80347 -12.60872
Br -5.58346 2.07171 -14.02286
H -6.58966 2.43543 -11.27426
H -6.53124 0.82644 -10.51961
H -7.00581 0.41138 -12.87434
H -5.28918 -0.00052 -12.66390
Br -6.57069 -9.20538 5.96173
C -6.61508 -9.10192 7.90776
C -8.02011 -9.26289 8.43228
Br -9.06176 -7.63211 8.18897
H -6.15650 -8.15326 8.18699
H -5.98108 -9.92134 8.25004
H -8.01052 -9.43444 9.50958
H -8.57184 -10.06724 7.94603
*
```

E_HOMO in eV: -9.30
Kohn-Sham gap in eV: 9.431
E in hartree: -58393.68633
Lowest unoccupied orbital energy in eV: 0.13
Structure (SMILES): CCCCN[C@@H]1OC(=O)O[C@H]1CCOC(=O)CC.BrCCBr.BrCCBr.BrCCBr.BrCCBr.BrCCBr.BrCCBr.BrCCBr.BrCCBr.BrCCBr.BrCCBr.BrCCBr

These are the Mulliken partial charges, in e, on atoms 1 to 99: C -1.11; C -0.02; C -0.56; C -0.43; N -0.26; C 0.07; O -0.44; C 0.50; O -0.55; O -0.29; C 0.56; C -0.84; C 0.49; O -0.36; C 0.50; O -0.54; C -0.46; C -0.58; H 0.22; H 0.26; H 0.33; H 0.14; H 0.22; H 0.33; H 0.19; H 0.38; H 0.10; H 0.30; H 0.16; H 0.25; H 0.39; H 0.28; H -0.28; H -0.09; H 0.23; H 0.38; H 0.36; H 0.08; H 0.02; Br -0.16; C -0.41; C -0.63; Br -0.09; H 0.38; H 0.22; H 0.32; H 0.39; Br -0.07; C -0.41; C -0.45; Br -0.17; H 0.37; H 0.24; H 0.09; H 0.39; Br -0.10; C -0.54; C -0.61; Br -0.13; H 0.38; H 0.32; H 0.37; H 0.38; Br -0.15; C -0.53; C -0.41; Br -0.18; H 0.32; H 0.32; H 0.23; H 0.38; Br -0.17; C -0.56; C -0.04; Br -0.13; H 0.40; H 0.35; H -0.24; H 0.40; Br -0.13; C -0.09; C -0.53; Br -0.11; H -0.13; H 0.36; H 0.25; H 0.42; Br -0.16; C -0.51; C -0.60; Br -0.13; H 0.39; H 0.28; H 0.36; H 0.35; Br -0.13; C -0.41; C -0.57; Br -0.15

---

Record 3
Here is a molecular structure, C5H7Cl3O3SSiY at a distorted geometry from the Open Molecules 2025 dataset. Energies are from ωB97M-V/def2-TZVPD.

Structure (ORCA input):
```
! RIJCOSX wB97M-V def2-TZVPD def2/J DEFGRID3
* xyz 0 2
Y 7.63948 7.67431 5.01223
C 12.34552 8.86686 5.25022
C 11.48241 8.51945 4.06760
C 11.55897 9.62620 3.04368
O 11.91754 7.34306 3.38427
C 9.97305 8.32896 4.38345
O 9.57652 8.27108 5.62763
O 9.10909 8.16473 3.45089
H 13.36154 9.06216 4.92098
H 12.35832 7.97562 5.84795
H 11.96182 9.77978 5.75681
H 12.53435 9.79610 2.58620
H 11.31408 10.60570 3.43733
H 10.85981 9.36218 2.22750
H 12.54448 6.79993 3.86184
S 3.96864 7.65582 4.29983
C 5.42030 7.83215 4.85881
Cl 10.74822 4.43278 5.39343
Si 8.83334 4.93015 4.72057
Cl 7.42840 3.58034 5.58486
Cl 8.73869 4.91221 2.62814
*
```

E_HOMO (spin up / spin down) in eV: -7.09 / -8.16
Kohn-Sham gap (spin up / spin down) in eV: 5.973 / 7.146
E in hartree: -2527.14937
Lowest unoccupied orbital energy (spin up / spin down) in eV: -1.11 / -1.01
⟨S²⟩: 0.753

Formally, the Mulliken partial charges of the atoms, in units of the elementary charge, are as follows: Y 1.26; C -1.63; C 1.59; C -1.67; O -0.55; C 0.81; O -0.75; O -0.75; H 0.43; H 0.42; H 0.34; H 0.38; H 0.38; H 0.38; H 0.35; S -0.14; C -0.49; Cl -0.27; Si 0.46; Cl -0.29; Cl -0.26

---

Record 4
Here is a molecular structure, C15H25AuO3Se at a distorted geometry from the Open Molecules 2025 dataset. Energies are from ωB97M-V/def2-TZVPD.

Structure (ORCA input):
```
! RIJCOSX wB97M-V def2-TZVPD def2/J DEFGRID3
* xyz 0 1
Au 0.67409 -0.73345 -0.23538
C -2.24759 -0.05111 -3.29166
O -2.73510 -1.24228 -3.85330
C -3.36111 -2.06730 -2.89979
C -2.61647 -3.37902 -2.79597
O -1.53910 -3.20990 -1.88061
C -0.29893 -3.76444 -2.28117
C 0.57089 -2.73568 -2.97068
O 1.43731 -2.10998 -1.94839
C 2.65079 -1.54656 -2.46214
H -1.36304 -0.28131 -2.65593
H -1.80139 0.50866 -4.09118
H -2.99451 0.50822 -2.72844
H -3.43444 -1.55044 -1.94190
H -4.36555 -2.32077 -3.26605
H -3.34332 -4.11741 -2.39831
H -2.29253 -3.71270 -3.79374
H 0.25206 -4.13785 -1.41034
H -0.49181 -4.61549 -2.95925
H 1.17779 -3.23004 -3.75298
H -0.00316 -1.92561 -3.42823
H 3.13101 -2.31064 -3.09674
H 2.46697 -0.62773 -3.01730
H 3.25859 -1.32153 -1.54404
C 2.27072 4.53214 4.36015
C 1.52663 3.40808 3.69242
C 2.16297 2.20931 3.45661
C 1.47865 1.15637 2.79971
C 2.24804 -0.09292 2.56727
C 0.12919 1.35046 2.39570
Se -0.82718 0.02284 1.43666
C -0.54220 2.54767 2.75326
C -1.95541 2.86922 2.33390
C 0.16886 3.50684 3.45014
H 3.33091 4.47130 4.13662
H 2.23076 4.42297 5.48994
H 1.90554 5.53609 4.04521
H 3.17098 2.11358 3.83580
H 3.04434 -0.23011 3.32122
H 2.70000 -0.11205 1.54225
H 1.56541 -1.02028 2.56934
H -2.12505 2.43267 1.29850
H -2.09684 3.96753 2.32679
H -2.77226 2.48288 3.01656
H -0.34550 4.39981 3.87545
*
```

E_HOMO in eV: -7.19
Kohn-Sham gap in eV: 7.503
E in hartree: -3349.31368
Lowest unoccupied orbital energy in eV: 0.31

Formally, the Mulliken partial charges of the atoms, in units of the elementary charge, are as follows: Au 0.16; C -0.38; O -0.40; C -0.48; C -0.58; O -0.32; C -0.73; C -0.34; O -0.23; C -0.74; H -0.04; H 0.27; H 0.35; H 0.30; H 0.38; H 0.34; H 0.37; H 0.38; H 0.39; H 0.45; H 0.24; H 0.35; H 0.31; H 0.23; C -1.44; C 0.58; C -0.98; C 1.29; C -1.56; C -0.01; Se -0.24; C 0.75; C -1.38; C -0.82; H 0.39; H 0.27; H 0.37; H 0.35; H 0.39; H 0.14; H 0.35; H 0.35; H 0.37; H 0.24; H 0.34